{"formula": "C49H82Br2FN4O22", "method": "the ωB97M-V functional and the def2-TZVPD basis", "charge": 1, "e_homo_ev": -11.28, "energy_ha": -9038.2568, "largest_force_ha_per_bohr": 0.02316, "homo_lumo_gap_ev": 7.7, "symbols": ["C", "O", "C", "C", "C", "C", "C", "C", "C", "C", "C", "C", "C", "C", "C", "Br", "C", "C", "Br", "C", "N", "C", "N", "F", "N", "C", "C", "C", "N", "H", "H", "H", "H", "H", "H", "H", "H", "H", "H", "H", "H", "H", "H", "H", "H", "H", "H", "H", "H", "H", "H", "H", "H", "H", "H", "H", "H", "H", "H", "H", "H", "H", "H", "H", "H", "H", "H", "H", "H", "C", "C", "C", "O", "C", "O", "O", "H", "H", "H", "H", "H", "H", "C", "C", "C", "O", "C", "O", "O", "H", "H", "H", "H", "H", "H", "C", "C", "C", "O", "C", "O", "O", "H", "H", "H", "H", "H", "H", "C", "C", "C", "O", "C", "O", "O", "H", "H", "H", "H", "H", "H", "C", "C", "C", "O", "C", "O", "O", "H", "H", "H", "H", "H", "H", "C", "C", "C", "O", "C", "O", "O", "H", "H", "H", "H", "H", "H", "C", "C", "C", "O", "C", "O", "O", "H", "H", "H", "H", "H", "H"], "coordinates": [[3.10497, -1.08538, 1.24228], [3.94149, 0.04418, 1.26297], [3.28996, 1.25799, 1.61740], [2.40647, 1.88213, 0.53968], [3.19360, 2.66060, -0.52411], [4.27705, 1.86009, -1.25041], [3.74080, 0.69304, -2.08946], [2.72493, 1.08758, -3.17491], [1.46690, 0.21761, -3.23578], [0.38590, 0.87888, -4.10400], [-0.36307, 2.00410, -3.36609], [-1.72450, 1.60890, -2.78204], [-1.61761, 0.82048, -1.46227], [-2.65763, 1.14186, -0.35571], [-2.33568, 0.43796, 0.97517], [-0.95865, -0.81626, 0.95682], [-2.99460, 0.67531, 2.10138], [-4.16373, 1.62264, 2.27364], [-2.54238, -0.18164, 3.69732], [-2.47608, 2.68002, -0.10792], [-3.56410, 3.56490, -0.64261], [-4.49920, 3.00366, -1.38559], [-4.96138, 3.63571, -2.44618], [-6.08348, 3.20197, -3.05668], [-5.07480, 1.80411, -1.03483], [-4.11584, 0.66593, -0.75744], [-4.25028, -0.38621, -1.85564], [-3.79636, -1.80083, -1.44977], [-4.74364, -2.77844, -1.98380], [3.73527, -1.97028, 1.36166], [2.37378, -1.06694, 2.06435], [2.55457, -1.17555, 0.29342], [2.71328, 1.08840, 2.54099], [4.08941, 1.96483, 1.86368], [1.74877, 1.12301, 0.08409], [1.74226, 2.58848, 1.05743], [2.48929, 3.08080, -1.25485], [3.65778, 3.52079, -0.02632], [4.87412, 2.52653, -1.88527], [4.96044, 1.45663, -0.49520], [4.58290, 0.18309, -2.56950], [3.29742, -0.04235, -1.40568], [2.40697, 2.12834, -3.03037], [3.20702, 1.06056, -4.15936], [1.08830, 0.05832, -2.21442], [1.70900, -0.77856, -3.62669], [0.88556, 1.29808, -4.98153], [-0.32391, 0.12491, -4.46880], [0.28380, 2.34146, -2.54250], [-0.49808, 2.86598, -4.02915], [-2.24582, 0.99382, -3.52398], [-2.32707, 2.51530, -2.66479], [-0.63696, 1.04221, -1.02122], [-1.61957, -0.25022, -1.66886], [-3.87804, 2.66740, 2.10265], [-4.57052, 1.56215, 3.28068], [-4.98414, 1.37022, 1.59190], [-2.33604, 2.91494, 0.94642], [-1.57504, 2.99687, -0.63692], [-3.19184, 4.44407, -0.98615], [-4.67088, 4.52593, -2.82916], [-5.60146, 1.98403, -0.18215], [-4.54316, 0.19533, 0.13188], [-5.32611, -0.45673, -2.05265], [-3.78166, -0.06803, -2.78830], [-2.75735, -1.97777, -1.76027], [-3.82209, -1.89102, -0.35756], [-4.56388, -2.94969, -2.96957], [-4.60986, -3.67826, -1.53289], [1.52355, 1.71031, -10.32474], [1.73720, 1.40718, -8.86825], [1.52648, 2.55093, -7.89033], [2.42891, 2.21651, -6.83077], [3.42842, 1.45427, -7.34997], [4.41472, 1.15815, -6.76276], [3.11976, 1.08833, -8.60896], [1.83934, 0.86834, -10.93771], [0.46524, 1.89377, -10.51148], [2.09542, 2.58938, -10.62212], [1.14620, 0.54110, -8.55402], [0.51601, 2.62508, -7.49631], [1.83194, 3.50687, -8.32245], [3.34227, 2.23678, 6.53711], [4.55480, 2.51858, 5.69582], [5.43488, 3.67826, 6.12885], [5.99173, 4.12169, 4.87868], [5.16070, 3.75627, 3.88833], [5.25401, 4.08893, 2.74748], [4.19250, 2.94921, 4.36412], [2.70683, 1.49553, 6.05369], [3.65805, 1.84133, 7.50214], [2.75720, 3.14375, 6.69654], [5.16554, 1.62457, 5.57283], [6.24027, 3.40572, 6.80343], [4.84087, 4.49287, 6.55075], [-4.28207, 1.05237, 6.92218], [-4.34187, 2.45681, 7.45459], [-3.73135, 3.53358, 6.57382], [-3.28962, 4.49810, 7.52523], [-3.05716, 3.85776, 8.70291], [-2.51870, 4.34031, 9.63902], [-3.53013, 2.59086, 8.63383], [-4.61463, 0.33856, 7.67369], [-4.93269, 0.95778, 6.05156], [-3.26153, 0.79965, 6.63474], [-5.36362, 2.73747, 7.72718], [-4.42793, 4.00184, 5.88277], [-2.86151, 3.14674, 6.03295], [-8.16584, -2.12253, -1.63404], [-9.07860, -1.16786, -0.92312], [-8.39984, -0.05595, -0.14464], [-9.31897, 0.20250, 0.91311], [-10.04241, -0.93339, 1.12687], [-10.76557, -1.10115, 2.04942], [-9.79954, -1.82305, 0.14269], [-8.73790, -2.93690, -2.07031], [-7.65564, -1.60496, -2.44649], [-7.41650, -2.51842, -0.94896], [-9.82007, -0.74162, -1.60474], [-8.23704, 0.85573, -0.71523], [-7.45725, -0.41157, 0.28841], [7.17994, -3.29919, 3.60938], [6.48075, -2.11899, 4.22052], [6.71765, -0.77216, 3.56001], [6.58739, 0.13239, 4.66649], [6.87305, -0.54038, 5.80694], [6.98743, -0.01603, 6.86920], [6.97653, -1.85389, 5.55689], [7.07154, -4.18621, 4.23003], [6.74779, -3.50226, 2.62853], [8.24746, -3.10459, 3.49679], [5.40445, -2.29358, 4.31714], [6.00060, -0.50426, 2.78753], [7.73634, -0.69663, 3.17273], [14.23526, -4.54431, 2.92871], [12.85661, -5.09245, 2.69015], [11.97388, -4.32920, 1.71761], [10.65935, -4.59873, 2.22279], [10.76498, -4.87081, 3.54696], [9.84198, -4.96437, 4.28904], [12.05814, -5.00931, 3.89076], [14.72067, -5.07925, 3.74277], [14.83845, -4.66605, 2.02894], [14.18966, -3.48608, 3.18674], [12.89429, -6.14782, 2.40543], [12.03812, -4.66102, 0.68581], [12.15814, -3.25384, 1.78078], [-9.65487, -6.33989, -6.87612], [-9.04881, -5.45901, -5.82062], [-9.77857, -5.38021, -4.49070], [-9.45142, -4.05537, -4.04540], [-9.17434, -3.29745, -5.13157], [-9.01889, -2.11824, -5.09954], [-9.08335, -4.07039, -6.22712], [-9.13614, -6.21048, -7.82410], [-9.56761, -7.38399, -6.57566], [-10.70794, -6.09836, -7.02030], [-7.99788, -5.71106, -5.65032], [-9.45514, -6.10198, -3.74703], [-10.86036, -5.44066, -4.62777]], "forces_ev_per_a": [[-0.14, -0.08, -0.03], [0.01, -0.03, 0.01], [0.07, 0.13, 0.26], [-0.08, -0.05, -0.11], [-0.04, 0.11, 0.00], [0.06, -0.10, 0.03], [0.00, -0.13, 0.03], [0.04, 0.07, -0.09], [0.01, -0.06, 0.07], [0.02, -0.16, 0.11], [0.20, 0.11, 0.06], [-0.12, -0.27, -0.09], [0.21, -0.09, 0.09], [-0.21, 0.14, -0.30], [0.13, 0.17, -0.52], [0.53, -0.47, 0.01], [-0.56, 0.39, 0.40], [-0.03, 0.10, -0.17], [0.12, -0.25, 0.43], [-0.23, 0.13, 0.29], [1.00, -0.31, -0.57], [-0.68, 0.08, 0.15], [-0.22, 0.13, -0.30], [0.10, -0.07, 0.16], [0.39, -0.27, 0.02], [-0.09, 0.23, 0.27], [-0.16, 0.02, -0.09], [-0.03, 0.17, 0.08], [0.25, -0.31, -0.13], [-0.05, 0.08, -0.08], [0.09, 0.04, -0.03], [0.03, 0.00, 0.12], [0.02, 0.02, -0.15], [-0.11, -0.11, -0.01], [0.16, 0.05, 0.07], [0.04, -0.08, -0.07], [0.05, 0.00, 0.12], [0.01, -0.12, -0.06], [-0.17, 0.00, 0.06], [0.00, 0.05, -0.18], [-0.05, 0.03, 0.15], [-0.01, 0.08, -0.12], [0.09, -0.11, -0.03], [-0.07, 0.08, 0.10], [-0.01, -0.01, -0.10], [0.03, 0.14, 0.04], [-0.06, -0.06, -0.01], [0.00, 0.13, 0.03], [-0.12, 0.16, -0.13], [-0.02, -0.13, 0.04], [-0.03, 0.20, 0.04], [0.03, 0.02, 0.02], [-0.16, -0.10, -0.08], [0.06, 0.12, 0.02], [-0.12, -0.17, 0.03], [0.09, -0.05, -0.06], [0.12, 0.07, 0.20], [-0.05, -0.06, -0.18], [-0.04, -0.02, 0.15], [-0.10, 0.11, 0.14], [0.07, 0.01, 0.12], [-0.16, -0.03, -0.17], [0.07, 0.06, -0.19], [0.15, 0.01, 0.02], [-0.04, 0.00, 0.05], [-0.11, -0.03, 0.09], [0.05, 0.02, -0.08], [-0.08, 0.12, 0.05], [-0.01, 0.09, 0.03], [0.07, 0.07, 0.00], [0.01, -0.04, 0.17], [0.08, 0.02, -0.09], [-0.09, 0.11, 0.04], [-0.06, 0.01, 0.06], [0.02, -0.03, 0.02], [0.02, -0.11, -0.13], [-0.02, -0.02, 0.00], [-0.01, 0.02, -0.02], [-0.01, 0.00, -0.01], [0.00, -0.02, -0.05], [0.01, -0.05, 0.03], [-0.05, 0.02, -0.01], [-0.07, 0.17, -0.08], [0.35, -0.06, 0.03], [-0.11, 0.01, -0.03], [0.08, 0.11, 0.07], [-0.02, -0.07, 0.06], [0.01, 0.05, -0.04], [-0.33, -0.14, -0.06], [0.03, -0.04, 0.01], [-0.01, 0.00, 0.02], [-0.01, 0.00, 0.02], [-0.05, 0.01, 0.08], [0.03, -0.06, -0.05], [0.04, 0.02, 0.04], [0.08, -0.03, 0.05], [-0.03, 0.18, 0.02], [0.05, -0.10, -0.02], [0.06, 0.08, -0.04], [-0.04, -0.03, -0.08], [0.03, 0.01, 0.03], [-0.05, -0.09, 0.10], [-0.04, 0.03, 0.01], [0.01, -0.01, -0.02], [0.00, 0.00, -0.01], [-0.02, -0.06, 0.02], [-0.03, 0.02, 0.04], [-0.02, 0.01, -0.06], [-0.02, 0.00, 0.13], [-0.08, 0.18, 0.05], [0.05, -0.03, 0.00], [0.08, 0.09, 0.05], [0.00, -0.03, -0.02], [0.00, 0.00, 0.02], [-0.05, -0.07, -0.08], [0.03, -0.01, 0.01], [0.00, -0.01, -0.04], [0.01, -0.04, -0.03], [-0.01, -0.06, -0.03], [-0.05, 0.01, -0.03], [0.06, 0.02, -0.04], [0.12, 0.09, 0.02], [-0.08, 0.17, 0.06], [0.11, -0.05, -0.03], [0.02, 0.12, -0.17], [-0.09, 0.01, -0.06], [0.00, 0.00, 0.05], [-0.01, -0.16, 0.05], [-0.02, 0.01, -0.01], [0.02, -0.02, -0.03], [-0.09, -0.03, 0.00], [0.00, -0.07, 0.01], [-0.07, 0.00, 0.04], [0.00, -0.01, -0.04], [-0.04, 0.08, 0.03], [-0.17, -0.08, -0.05], [0.04, 0.07, 0.09], [-0.02, 0.07, -0.08], [0.00, 0.01, -0.02], [0.00, -0.02, 0.00], [0.14, -0.10, 0.08], [0.01, -0.02, -0.01], [0.02, 0.02, -0.01], [0.01, 0.00, 0.00], [0.05, -0.01, 0.02], [-0.02, -0.06, 0.01], [0.02, 0.01, -0.06], [-0.09, 0.06, 0.00], [0.09, 0.08, 0.14], [-0.12, 0.06, -0.12], [-0.09, -0.11, 0.08], [0.08, -0.02, 0.08], [0.00, 0.04, -0.01], [0.06, -0.03, -0.14], [0.02, -0.01, 0.01], [-0.02, -0.02, -0.01], [0.00, -0.01, 0.00], [0.01, -0.02, -0.06], [0.07, 0.02, 0.00], [-0.01, -0.05, 0.03]], "mulliken_charge": [-0.672, -0.098, -0.759, 0.802, -1.290, -0.874, -0.542, -0.037, -0.449, -0.233, -0.792, -0.472, -0.551, 3.503, -1.056, 0.024, 0.292, -0.502, -0.174, -1.732, 0.026, 0.155, 0.006, -0.116, -0.010, -0.883, -1.000, -0.853, -0.403, 0.239, 0.363, 0.076, 0.477, -0.064, -0.662, 0.576, 0.541, 0.499, 0.486, 0.195, 0.502, -0.036, 0.304, -0.084, -0.013, 0.473, -0.422, 0.604, 0.000, 0.547, 0.345, 0.067, 0.021, 0.067, 0.277, 0.384, -0.371, 0.501, 0.448, 0.372, 0.268, 0.426, 0.991, 0.191, 0.068, 0.220, 0.353, 0.231, 0.242, -1.460, 0.546, -0.468, -0.332, 0.639, -0.516, -0.363, 0.362, 0.380, 0.351, 0.261, 0.291, 0.324, -1.539, 1.489, -0.497, -0.356, 0.656, -0.539, -0.336, 0.347, 0.392, 0.387, -0.530, 0.302, 0.322, -1.237, 0.459, -0.316, -0.355, 0.583, -0.504, -0.369, 0.384, 0.330, 0.220, 0.269, 0.286, 0.250, -1.278, 0.512, -0.075, -0.404, 0.564, -0.521, -0.383, 0.279, 0.287, 0.386, 0.293, 0.226, 0.106, -1.374, 0.632, -0.251, -0.329, 0.611, -0.551, -0.373, 0.381, 0.403, 0.233, 0.211, 0.069, 0.231, -1.431, 0.490, -0.461, -0.316, 0.664, -0.513, -0.347, 0.354, 0.382, 0.345, 0.261, 0.293, 0.298, -1.442, 0.474, -0.496, -0.255, 0.613, -0.537, -0.358, 0.359, 0.380, 0.355, 0.259, 0.327, 0.296]}